#A
This record from the OMol25 dataset describes a cluster of 9 separate species, C27H42O27 in total. The level of theory is ωB97M-V with the def2-TZVPD basis set.

XYZ file:
```
96
Properties=species:S:1:pos:R:3
C 2.090 2.668 -7.276
O 2.480 1.379 -6.880
C 3.064 1.157 -5.677
O 3.555 2.028 -5.002
O 3.130 -0.137 -5.542
C 3.606 -0.777 -4.366
H 2.049 3.497 -6.569
H 1.081 2.747 -7.682
H 2.715 3.013 -8.099
H 4.483 -0.249 -3.993
H 3.983 -1.790 -4.506
H 2.820 -0.692 -3.615
C -2.507 -0.363 1.274
O -1.196 -0.879 1.281
C -0.385 -0.623 0.229
O -0.633 0.033 -0.711
O 0.791 -1.163 0.533
C 1.956 -0.882 -0.297
H -2.547 0.708 1.079
H -3.037 -0.629 2.188
H -3.005 -0.986 0.531
H 2.568 -1.779 -0.202
H 2.406 0.060 0.020
H 1.585 -0.683 -1.302
C 0.550 -3.382 4.819
O 1.140 -2.059 5.133
C 0.322 -1.047 5.394
O 0.727 -0.042 6.005
O -0.949 -1.144 4.798
C -1.689 0.033 4.885
H 0.407 -3.243 3.748
H -0.441 -3.454 5.267
H 1.203 -4.214 5.085
H -2.158 -0.022 5.867
H -2.574 0.023 4.249
H -1.169 0.985 4.777
O -6.577 0.652 1.003
C -5.965 1.199 1.910
O -4.747 1.704 1.857
C -4.515 2.420 3.066
C -5.813 2.254 3.901
O -6.542 1.381 3.136
H -3.708 1.977 3.649
H -4.332 3.457 2.784
H -6.298 3.227 3.989
H -5.655 1.740 4.849
O 5.262 1.746 4.392
C 4.182 1.626 3.896
O 3.119 2.377 4.319
C 1.906 2.116 3.606
C 2.314 0.931 2.730
O 3.632 0.618 3.176
H 1.276 1.622 4.346
H 1.423 2.936 3.076
H 2.300 1.233 1.683
H 1.823 -0.038 2.824
O 2.627 -7.169 3.829
C 2.672 -6.023 3.361
O 1.844 -5.611 2.430
C 2.269 -4.325 2.006
C 3.367 -3.888 2.956
O 3.448 -5.064 3.762
H 2.595 -4.530 0.986
H 1.521 -3.539 1.894
H 3.044 -2.933 3.370
H 4.322 -3.714 2.460
O -0.483 6.213 -3.047
C -0.272 4.974 -2.983
O 0.893 4.455 -3.433
C 0.689 3.049 -3.473
C -0.374 2.736 -2.506
O -0.988 3.985 -2.421
H 0.492 2.696 -4.485
H 1.598 2.527 -3.173
H 0.132 2.521 -1.564
H -1.063 1.933 -2.770
O 4.157 -3.048 -1.673
C 3.286 -3.575 -2.402
O 2.163 -2.897 -2.807
C 1.506 -3.649 -3.775
C 2.303 -4.882 -3.889
O 3.389 -4.675 -3.029
H 0.508 -3.961 -3.468
H 1.394 -3.045 -4.676
H 2.734 -4.836 -4.889
H 1.841 -5.855 -3.723
O -3.848 4.078 -4.309
C -4.449 3.408 -3.446
O -3.984 2.318 -2.825
C -4.853 1.996 -1.774
C -5.851 3.211 -1.704
O -5.669 3.754 -2.936
H -5.479 1.170 -2.113
H -4.467 1.862 -0.764
H -5.601 4.031 -1.031
H -6.921 3.026 -1.608
```

Kohn-Sham gap = 10.3 eV
Charge = 0
LUMO level = -0.284 eV
SMILES = COC(=O)OC.COC(=O)OC.COC(=O)OC.O=C1OCCO1.O=C1OCCO1.O=C1OCCO1.O=C1OCCO1.O=C1OCCO1.O=C1OCCO1
HOMO energy = -0.3873 hartree
Spin multiplicity = 1

#B
This record from the OMol25 dataset describes a cluster of 9 separate species, C27H42O27 in total. The level of theory is ωB97M-V with the def2-TZVPD basis set.

XYZ file:
```
96
Properties=species:S:1:pos:R:3
C -1.892 7.189 -0.991
O -1.285 5.993 -1.486
C -0.297 5.510 -0.746
O 0.074 5.969 0.304
O 0.194 4.425 -1.340
C 1.074 3.622 -0.570
H -2.477 6.958 -0.098
H -2.572 7.507 -1.773
H -1.146 7.933 -0.723
H 1.741 3.087 -1.241
H 0.499 2.874 -0.018
H 1.669 4.189 0.142
C -3.000 -1.916 -2.621
O -1.738 -2.560 -2.656
C -1.057 -2.442 -3.793
O -1.413 -1.874 -4.795
O 0.113 -3.058 -3.645
C 1.035 -2.891 -4.710
H -3.510 -1.886 -3.583
H -2.895 -0.879 -2.293
H -3.650 -2.428 -1.920
H 1.132 -1.839 -4.991
H 0.693 -3.403 -5.611
H 1.986 -3.269 -4.352
C 2.082 -2.618 -1.280
O 1.313 -1.417 -1.323
C 0.452 -1.188 -0.343
O 0.184 -1.948 0.555
O -0.046 0.030 -0.519
C -1.171 0.375 0.267
H 1.800 -3.224 -2.135
H 1.915 -3.127 -0.332
H 3.141 -2.390 -1.351
H -1.350 1.440 0.146
H -0.971 0.170 1.318
H -2.098 -0.139 0.005
O 4.930 -2.798 -2.912
C 5.079 -3.199 -4.021
O 6.107 -2.883 -4.835
C 6.078 -3.745 -5.975
C 4.614 -4.196 -6.005
O 4.201 -4.011 -4.653
H 6.361 -3.184 -6.861
H 6.761 -4.580 -5.823
H 4.525 -5.238 -6.299
H 4.017 -3.572 -6.671
O -4.717 1.888 3.728
C -5.129 1.376 2.734
O -5.372 0.062 2.574
C -6.063 -0.120 1.322
C -5.465 1.036 0.537
O -5.345 2.024 1.570
H -5.754 -1.058 0.873
H -7.126 0.017 1.501
H -6.072 1.478 -0.250
H -4.492 0.773 0.116
O -5.048 5.393 0.253
C -4.209 5.047 1.016
O -3.340 4.036 0.827
C -2.478 3.943 1.960
C -3.174 4.798 3.020
O -3.943 5.688 2.180
H -2.358 2.906 2.261
H -1.474 4.311 1.740
H -2.446 5.407 3.551
H -3.849 4.277 3.692
O -3.400 -2.102 0.505
C -2.915 -2.374 1.557
O -2.230 -3.510 1.802
C -1.438 -3.288 2.954
C -2.238 -2.208 3.716
O -2.970 -1.602 2.662
H -1.289 -4.180 3.554
H -0.488 -2.842 2.660
H -1.524 -1.536 4.185
H -2.947 -2.631 4.426
O 0.448 1.966 2.431
C 0.274 2.097 3.597
O 1.220 1.976 4.550
C 0.616 2.060 5.844
C -0.802 2.575 5.560
O -0.917 2.449 4.139
H 0.641 1.073 6.302
H 1.171 2.757 6.468
H -0.927 3.630 5.796
H -1.559 1.971 6.052
O 7.498 -5.809 -1.328
C 7.187 -4.805 -0.775
O 5.947 -4.524 -0.328
C 5.895 -3.203 0.188
C 7.344 -2.679 0.056
O 8.043 -3.790 -0.513
H 5.207 -2.572 -0.368
H 5.618 -3.236 1.240
H 7.721 -2.461 1.052
H 7.466 -1.851 -0.635
```

Kohn-Sham gap = 10.7 eV
Charge = 0
LUMO level = 0.160 eV
SMILES = COC(=O)OC.COC(=O)OC.COC(=O)OC.O=C1OCCO1.O=C1OCCO1.O=C1OCCO1.O=C1OCCO1.O=C1OCCO1.O=C1OCCO1
HOMO energy = -0.3882 hartree
Spin multiplicity = 1

Preferred: #B; penalty for the next structure: 491.4 kJ/mol.

#A
This record from the OMol25 dataset describes a structure of composition C4H3NO3. The level of theory is ωB97M-V with the def2-TZVPD basis set.

XYZ file:
```
11
Properties=species:S:1:pos:R:3
C 0.441 1.582 -0.438
C -0.094 0.312 -0.295
C -1.483 -1.326 0.017
C -0.202 -1.642 0.445
H 1.991 2.306 0.562
H -2.351 -2.014 0.165
H 0.635 -2.685 0.580
N -1.450 -0.016 -0.420
O 1.418 1.539 0.683
O 0.352 2.632 -1.303
O 0.743 -0.689 0.002
```

Kohn-Sham gap = 9.0 eV
Charge = 0
LUMO level = -0.950 eV
HOMO energy = -0.3638 hartree
Spin multiplicity = 1

#B
This record from the OMol25 dataset describes an isolated molecule of C4H3NO3. The level of theory is ωB97M-V with the def2-TZVPD basis set.

XYZ file:
```
11
Properties=species:S:1:pos:R:3
O 2.682 0.681 -0.148
C 1.717 -0.130 -0.213
N 0.415 0.113 0.012
C -0.435 -0.993 0.300
C -1.669 -0.461 -0.036
O -1.557 0.829 -0.467
C -0.349 1.356 -0.171
O -0.215 2.607 0.311
H 2.224 -1.192 -0.078
H -0.026 -2.107 0.517
H -2.788 -0.705 -0.025
```

Kohn-Sham gap = 9.4 eV
Charge = 0
LUMO level = -0.281 eV
SMILES = O=Cn1ccoc1=O
HOMO energy = -0.3547 hartree
Spin multiplicity = 1

#C
This record from the OMol25 dataset describes an isolated molecule of C4H3NO3. The level of theory is ωB97M-V with the def2-TZVPD basis set.

XYZ file:
```
11
Properties=species:S:1:pos:R:3
O -2.720 -1.432 -0.047
C -1.912 -0.566 0.041
N -1.942 0.867 0.219
C -0.727 1.237 -0.075
C 0.241 0.098 -0.091
C 1.622 0.096 -0.022
O 2.455 -0.994 0.075
O -0.645 -0.934 -0.064
H -0.249 2.216 -0.280
H 1.988 1.097 -0.013
H 1.889 -1.686 0.258
```

Kohn-Sham gap = 8.9 eV
Charge = 0
LUMO level = -0.693 eV
SMILES = O=C1N=C/C(=C/O)O1
HOMO energy = -0.3516 hartree
Spin multiplicity = 1

Preferred: #C; penalty for the next structure: 162.2 kJ/mol.

#A
This record from the OMol25 dataset describes an isolated molecule of CH3NOP2S. The level of theory is ωB97M-V with the def2-TZVPD basis set.

XYZ file:
```
9
Properties=species:S:1:pos:R:3
C -0.815 -1.029 0.625
N 0.363 -1.551 0.328
S 1.772 -0.970 -0.014
P 1.699 1.275 -0.191
O 0.324 1.567 0.566
P -1.482 0.640 0.447
H -1.624 -1.728 0.834
H 1.095 1.281 -1.575
H -1.331 0.515 -1.019
```

Kohn-Sham gap = 7.6 eV
Charge = 0
LUMO level = -1.076 eV
SMILES = c1ns[pH]o[pH]1
HOMO energy = -0.3174 hartree
Spin multiplicity = 1

#B
This record from the OMol25 dataset describes an isolated molecule of CH3NOP2S. The level of theory is ωB97M-V with the def2-TZVPD basis set.

XYZ file:
```
9
Properties=species:S:1:pos:R:3
C -0.871 1.013 0.847
N -1.797 0.133 0.651
O 0.924 -0.449 -0.069
P 0.608 1.157 -0.185
P 1.829 -1.681 0.217
S -1.955 -1.026 -0.422
H -0.907 1.823 1.582
H 0.286 1.043 -1.473
H 1.883 -2.013 -1.148
```

Kohn-Sham gap (spin up / spin down) = 8.3 / 6.0 eV
Charge = 0
LUMO level (spin up / spin down) = -0.652 / -1.716 eV
HOMO energy (spin up / spin down) = -0.3301 / -0.2820 hartree
Spin multiplicity = 1

#C
This record from the OMol25 dataset describes a structure of composition CH3NOP2S. The level of theory is ωB97M-V with the def2-TZVPD basis set.

XYZ file:
```
9
Properties=species:S:1:pos:R:3
C -0.110 0.405 -1.068
N 0.882 0.414 -0.293
O 2.564 -1.148 1.946
P 3.189 -0.081 1.204
P -0.833 2.119 -0.930
S 0.908 1.911 0.322
H -0.459 -0.585 -1.562
H 3.769 0.837 2.242
H 0.015 2.876 -1.985
```

Kohn-Sham gap = 8.1 eV
Charge = 0
LUMO level = -0.880 eV
HOMO energy = -0.3311 hartree
Spin multiplicity = 1

Preferred: #A; penalty for the next structure: 108.7 kJ/mol.

#A
This record from the OMol25 dataset describes a cluster of 2 separate species, C2H9N2S2 in total. The level of theory is ωB97M-V with the def2-TZVPD basis set.

XYZ file:
```
15
Properties=species:S:1:pos:R:3
C 0.361 0.689 2.218
S -0.839 1.381 0.981
S 0.469 2.319 -0.316
H 1.313 0.522 1.784
H 0.000 -0.254 2.603
H 0.353 1.421 3.052
H 0.443 3.547 0.252
N 0.809 -1.100 -0.777
C -0.176 -1.530 -1.541
N -1.331 -0.979 -1.714
H 0.693 -0.128 -0.442
H 1.548 -1.791 -0.508
H 0.019 -2.495 -2.046
H -2.000 -1.360 -2.410
H -1.661 -0.244 -1.133
```

Kohn-Sham gap = 9.7 eV
Charge = +1
LUMO level = -3.459 eV
HOMO energy = -0.4826 hartree
Spin multiplicity = 1

#B
This record from the OMol25 dataset describes a structure of composition C2H9N2S2. The level of theory is ωB97M-V with the def2-TZVPD basis set.

XYZ file:
```
15
Properties=species:S:1:pos:R:3
C -1.710 -0.414 -0.595
C 1.043 -0.106 0.514
N 0.853 -1.412 0.798
N 1.927 0.361 -0.325
S -1.664 1.333 -0.142
S 0.474 1.061 1.690
H -1.021 -0.817 0.005
H -2.643 -0.789 -0.451
H -1.504 -0.498 -1.761
H 1.326 -2.186 0.447
H 2.188 1.263 -0.701
H 2.182 -0.439 -0.944
H 0.089 -1.521 1.369
H -2.465 1.987 -1.181
H 0.926 2.178 1.277
```

Kohn-Sham gap = 8.4 eV
Charge = +1
LUMO level = -4.164 eV
HOMO energy = -0.4609 hartree
Spin multiplicity = 1

Preferred: #A; penalty for the next structure: 220.7 kJ/mol.